{
  "formula": "C47H41Cl3F6IN8O4RbS2Sb",
  "method": "ωB97M-V with the def2-TZVPD basis set",
  "species": ["I", "Sb", "Rb", "Cl", "Cl", "Cl", "S", "S", "F", "F", "F", "F", "F", "F", "O", "O", "O", "O", "N", "N", "N", "N", "N", "N", "N", "N", "C", "C", "C", "C", "C", "C", "C", "C", "C", "C", "C", "C", "C", "C", "C", "C", "C", "C", "C", "C", "C", "C", "C", "C", "C", "C", "C", "C", "C", "C", "C", "C", "C", "C", "C", "C", "C", "C", "C", "C", "C", "C", "C", "C", "C", "C", "C", "H", "H", "H", "H", "H", "H", "H", "H", "H", "H", "H", "H", "H", "H", "H", "H", "H", "H", "H", "H", "H", "H", "H", "H", "H", "H", "H", "H", "H", "H", "H", "H", "H", "H", "H", "H", "H", "H", "H", "H", "H"],
  "positions_angstrom": [[6.9349, 0.6971, -1.2539], [0.9607, -4.1071, -1.0373], [-0.0184, -0.6219, -0.7697], [7.4654, 4.9005, 1.2129], [5.8170, -0.4208, 6.6339], [5.9461, 3.4617, 6.1320], [2.8229, 3.5090, -1.5223], [8.1082, 0.3568, 4.9211], [2.5605, -3.7260, -1.9449], [-0.6324, -4.6153, -0.1743], [0.6701, -5.5436, -2.2302], [0.0583, -2.8922, -2.1966], [1.0614, -2.6615, 0.2355], [1.9894, -5.1222, 0.1810], [0.9747, 1.2943, -2.0844], [3.5250, 0.8565, 4.8695], [-3.3463, -3.1023, 2.1170], [-3.4696, 1.4850, -3.1003], [-1.9918, -1.1907, 2.1568], [1.2966, 1.9918, -3.1383], [1.3575, 2.3170, 3.3718], [-2.9990, -0.6144, -0.2941], [-3.2453, 1.8879, -0.8734], [3.6151, -1.4946, 0.0427], [3.0726, -1.0312, -1.0857], [0.7245, 1.1444, 1.6163], [5.1752, -0.2939, -0.8644], [-5.0028, 2.6755, 1.0601], [-3.2215, -1.3613, -2.5562], [-2.0497, 3.9983, -1.0191], [0.6042, 2.4808, 1.3265], [3.3958, 2.2793, 4.8452], [6.4257, 0.0949, 5.1120], [-1.6442, -0.0348, 4.2044], [1.1629, 1.0784, 2.8465], [-3.0907, 3.1442, -0.5136], [6.5885, 0.7099, 2.9082], [-1.4491, -1.1980, 3.4225], [5.5639, 3.5281, 4.4268], [6.5046, 4.1272, 3.6075], [-2.8270, 5.7291, 0.4754], [-3.1830, -2.6793, -2.1117], [-0.5941, -2.2075, 3.9174], [0.9994, 2.3133, -5.4859], [4.3833, 2.9771, 3.9320], [4.1896, 3.0524, 2.5481], [7.8949, 0.7676, 3.2719], [4.2223, 0.1941, 3.8318], [-1.9558, 5.2806, -0.5112], [1.8796, 3.3984, -5.4317], [-3.2531, 1.0873, -1.9612], [-2.7586, -2.1131, 1.6318], [-3.1428, -0.3705, -1.5945], [-3.9728, 3.6139, 0.5215], [-1.1193, 3.4945, -2.0610], [0.9724, 3.2228, 2.4040], [6.2655, 4.1746, 2.2465], [-3.8263, 4.9006, 0.9874], [0.0427, -2.0190, 5.1407], [-3.0830, -2.9417, -0.7581], [-0.1560, -0.8806, 5.9105], [-2.5237, 1.0493, 3.6551], [-2.9666, -1.8738, 0.1339], [2.4351, 3.7469, -4.2299], [1.9263, 2.6614, 4.6505], [2.1666, 3.0605, -3.0190], [0.7391, 1.6441, -4.3205], [-0.3209, -3.4344, 3.0980], [-1.0147, 0.1017, 5.4314], [4.0042, -0.2869, -1.6462], [5.1125, 3.6432, 1.6987], [5.7173, 0.3229, 3.9722], [4.8875, -1.0972, 0.2153], [0.5250, 1.9897, -6.4008], [-3.5252, 0.6700, 3.4463], [-0.6132, 2.5819, -1.7324], [1.3307, 0.1791, 3.4186], [-1.1764, 5.9343, -0.8843], [5.4811, -1.4031, 1.0592], [-0.3541, 4.2345, -2.2962], [3.9197, -0.8521, 3.9222], [1.3536, 2.1886, 5.4513], [4.9351, 3.6659, 0.6305], [-4.4816, 5.2628, 1.7708], [6.2342, 0.9445, 1.9146], [0.7107, -2.7975, 5.4972], [3.3055, 2.6225, 2.0994], [1.0409, 4.2844, 2.5661], [0.0701, 0.7997, -4.2464], [0.3487, -0.7632, 6.8620], [3.0543, -2.1138, 0.6092], [3.6115, 2.5821, 5.8729], [-3.3114, -1.0947, -3.6004], [-3.2165, -3.4958, -2.8230], [0.2701, -4.1538, 3.6695], [-5.4883, 3.1000, 1.9393], [3.1146, 4.5840, -4.1492], [-3.0553, -3.9470, -0.3649], [-2.7193, 6.7356, 0.8626], [2.1159, 3.9634, -6.3251], [8.7404, 1.0367, 2.6617], [-2.5972, 1.8870, 4.3538], [-1.1952, 1.0014, 6.0144], [-2.1310, 1.4056, 2.6992], [-1.6737, 3.2357, -2.9664], [3.9163, 0.5300, 2.8379], [3.8061, 0.2455, -2.5609], [1.8337, 3.7447, 4.7543], [-5.7621, 2.4661, 0.3023], [-1.2504, -3.9048, 2.7777], [0.2323, -3.1836, 2.1902], [-4.5536, 1.7160, 1.3152], [7.4150, 4.5308, 4.0253], [0.2984, 2.8204, 0.3508]],
  "spin_multiplicity": 2,
  "homo_energy_ev": [-2.51, -2.51],
  "orbital_gap_ev": [5.617, 4.701],
  "total_charge": -2,
  "e_above_lowest_ev": 0.987
}